Version 1
{
  "formula": "C6H15B",
  "method": "ωB97M-V/def2-TZVPD",
  "elements": ["B", "C", "C", "C", "C", "C", "C", "H", "H", "H", "H", "H", "H", "H", "H", "H", "H", "H", "H", "H", "H", "H"],
  "positions_angstrom": [[-1.414, -0.741, -0.729], [-0.451, 0.400, -0.184], [-1.100, 1.532, 0.666], [-0.112, 1.066, -1.611], [0.785, -0.162, 0.501], [0.313, -1.010, 1.722], [1.688, -1.034, -0.364], [-2.517, -0.720, -0.203], [-1.183, -1.615, -1.454], [-0.250, 2.104, 1.074], [-1.764, 1.247, 1.599], [-1.680, 2.139, 0.045], [0.070, 0.312, -2.296], [0.728, 1.895, -1.647], [-1.082, 1.506, -1.965], [1.569, 0.461, 0.874], [-0.165, -1.860, 1.329], [1.204, -1.407, 2.172], [-0.320, -0.437, 2.297], [1.148, -1.730, -0.886], [2.161, -0.414, -1.163], [2.372, -1.532, 0.225]],
  "smiles": "BC(C)(C)C(C)C",
  "multiplicity": 1,
  "e_homo_ev": -10.11,
  "orbital_gap_ha": 0.3848,
  "lumo_energy_ev": 0.36
}

***

Version 2
{
  "formula": "C6H15B",
  "method": "ωB97M-V/def2-TZVPD",
  "elements": ["C", "B", "C", "C", "C", "C", "C", "H", "H", "H", "H", "H", "H", "H", "H", "H", "H", "H", "H", "H", "H", "H"],
  "positions_angstrom": [[-2.745, 0.798, 0.514], [-1.134, 0.846, 0.407], [-0.222, -0.477, 0.358], [-0.770, -1.808, -0.211], [1.205, -0.317, -0.055], [1.436, 0.526, -1.287], [2.202, 0.233, 1.046], [-3.279, 1.660, 0.959], [-3.015, 0.037, 1.143], [-3.285, 0.403, -0.407], [-0.666, 1.857, 0.513], [-0.108, -0.726, 1.354], [-0.068, -2.583, -0.095], [-1.338, -1.794, -1.233], [-1.564, -2.122, 0.435], [1.425, -1.294, -0.326], [0.782, 0.348, -2.168], [1.315, 1.653, -1.043], [2.423, 0.113, -1.564], [3.005, 0.685, 0.359], [1.772, 0.951, 1.645], [2.537, -0.455, 1.758]],
  "smiles": "CB[C@@H](C)C(C)C",
  "multiplicity": 1,
  "e_homo_ev": -10.42,
  "orbital_gap_ha": 0.4106,
  "lumo_energy_ev": 0.75
}

***

Stability check: which of them is least stable? version 1.

***

Version 1
{
  "formula": "C6H14N4",
  "method": "ωB97M-V/def2-TZVPD",
  "elements": ["C", "N", "C", "N", "C", "N", "C", "N", "C", "C", "H", "H", "H", "H", "H", "H", "H", "H", "H", "H", "H", "H", "H", "H"],
  "positions_angstrom": [[-2.377, 1.088, 0.697], [-1.637, 0.290, 0.086], [-1.558, -1.211, 0.295], [-0.185, -1.676, 0.274], [0.741, -0.919, 1.100], [0.944, 0.407, 0.360], [2.215, 0.978, 0.497], [0.455, 0.187, -1.039], [0.308, -1.407, -1.002], [-0.869, 0.716, -1.127], [-2.506, 2.145, 0.333], [-2.976, 0.778, 1.552], [-1.913, -1.275, 1.320], [-2.185, -1.615, -0.398], [0.389, -0.609, 2.190], [1.742, -1.418, 1.082], [3.079, 0.211, 0.222], [2.232, 1.948, 0.061], [2.326, 1.275, 1.640], [1.034, 0.510, -1.723], [1.225, -1.801, -1.277], [-0.378, -1.665, -1.800], [-1.273, 0.125, -1.981], [-0.891, 1.834, -1.236]],
  "smiles": "C=[N+]1CN2CN(C)[N@@H+](C2)C1",
  "multiplicity": 1,
  "e_homo_ev": -18.01,
  "orbital_gap_ha": 0.3391,
  "charge": 2,
  "lumo_energy_ev": -8.78
}

***

Version 2
{
  "formula": "C6H14N4",
  "method": "ωB97M-V/def2-TZVPD",
  "elements": ["C", "C", "C", "C", "C", "C", "N", "N", "N", "N", "H", "H", "H", "H", "H", "H", "H", "H", "H", "H", "H", "H", "H", "H"],
  "positions_angstrom": [[0.692, 1.040, 0.437], [-0.604, 0.790, 0.520], [-2.421, -0.644, -0.287], [1.448, -1.138, 0.475], [-1.566, 1.842, 1.055], [1.718, -0.014, -1.741], [-1.109, -0.474, -0.007], [-2.836, -1.867, -0.557], [2.371, -1.511, 1.341], [1.722, 0.169, -0.104], [0.950, 1.989, 0.744], [-3.251, 0.026, -0.161], [-1.668, 2.739, 0.387], [-1.319, 2.015, 2.068], [-2.526, 1.462, 1.000], [2.517, -0.773, -1.994], [0.693, -0.186, -2.005], [1.877, 0.926, -2.140], [-0.548, -1.260, -0.242], [-3.758, -1.929, -0.917], [-2.072, -2.482, -0.806], [2.324, -2.388, 1.873], [3.375, -1.015, 1.407], [2.661, 0.475, 0.056]],
  "multiplicity": 1,
  "e_homo_ev": -17.47,
  "orbital_gap_ha": 0.3665,
  "charge": 2,
  "lumo_energy_ev": -7.50
}

***

Stability check: which of them is least stable? version 1.

***

Version 1
{
  "formula": "C30H30AsGaN5O3S",
  "method": "ωB97M-V/def2-TZVPD",
  "elements": ["Ga", "C", "O", "C", "C", "C", "C", "C", "C", "N", "N", "C", "O", "C", "C", "C", "C", "C", "C", "C", "O", "H", "H", "H", "H", "H", "H", "H", "H", "H", "H", "H", "H", "C", "C", "C", "C", "N", "C", "S", "N", "H", "H", "H", "H", "H", "C", "As", "C", "C", "C", "C", "C", "C", "C", "C", "H", "H", "H", "H", "H", "H", "H", "H", "H", "H", "H", "H", "H", "N", "C"],
  "positions_angstrom": [[-0.403, 0.348, 0.108], [1.410, 4.417, -1.330], [2.371, 4.286, -0.288], [3.041, 3.088, -0.227], [4.409, 3.137, -0.104], [5.170, 1.967, 0.014], [4.522, 0.755, -0.024], [3.125, 0.671, -0.138], [2.547, -0.645, -0.286], [1.297, -0.922, -0.358], [1.011, -2.243, -0.665], [-0.245, -2.359, -1.032], [-1.101, -1.416, -1.080], [-0.683, -3.736, -1.430], [-1.981, -3.922, -1.894], [-2.416, -5.183, -2.276], [-1.559, -6.271, -2.194], [-0.263, -6.091, -1.723], [0.173, -4.831, -1.344], [2.331, 1.847, -0.201], [1.041, 1.840, -0.221], [1.278, 5.487, -1.489], [0.466, 3.949, -1.062], [1.780, 3.962, -2.254], [4.879, 4.114, -0.102], [6.247, 2.021, 0.104], [5.088, -0.170, 0.024], [3.241, -1.478, -0.418], [-2.638, -3.064, -1.928], [-3.430, -5.317, -2.633], [-1.898, -7.256, -2.490], [0.409, -6.938, -1.651], [1.177, -4.675, -0.977], [4.873, 3.545, 3.953], [4.033, 2.423, 4.472], [4.400, 1.648, 5.570], [3.529, 0.650, 5.958], [2.383, 0.404, 5.325], [2.145, 1.189, 4.290], [0.683, 1.002, 3.295], [2.890, 2.188, 3.835], [5.848, 3.576, 4.437], [4.360, 4.494, 4.121], [4.996, 3.433, 2.876], [5.328, 1.820, 6.097], [3.747, 0.014, 6.810], [-6.431, -1.016, -0.888], [-4.489, -1.005, -0.546], [-4.537, 0.336, 0.879], [-3.861, 0.161, -2.027], [-4.693, 1.364, -2.309], [-4.423, 2.578, -1.675], [-5.212, 3.695, -1.904], [-6.290, 3.626, -2.776], [-6.567, 2.427, -3.420], [-5.776, 1.311, -3.187], [-6.840, -0.011, -1.006], [-6.908, -1.500, -0.035], [-6.654, -1.601, -1.781], [-5.082, 1.231, 0.574], [-3.514, 0.596, 1.151], [-5.030, -0.108, 1.744], [-3.760, -0.482, -2.903], [-2.852, 0.435, -1.717], [-3.576, 2.639, -1.001], [-4.979, 4.626, -1.402], [-6.906, 4.498, -2.957], [-7.401, 2.361, -4.108], [-5.998, 0.379, -3.695], [-0.608, -1.142, 4.650], [-0.072, -0.267, 4.128]],
  "multiplicity": 1,
  "e_homo_ev": -4.04,
  "orbital_gap_ha": 0.2377,
  "charge": -1,
  "lumo_energy_ev": 2.43
}

***

Version 2
{
  "formula": "C30H30AsGaN5O3S",
  "method": "ωB97M-V/def2-TZVPD",
  "elements": ["Ga", "C", "O", "C", "C", "C", "C", "C", "C", "N", "N", "C", "O", "C", "C", "C", "C", "C", "C", "C", "O", "H", "H", "H", "H", "H", "H", "H", "H", "H", "H", "H", "H", "C", "C", "C", "C", "N", "C", "S", "N", "H", "H", "H", "H", "H", "C", "As", "C", "C", "C", "C", "C", "C", "C", "C", "H", "H", "H", "H", "H", "H", "H", "H", "H", "H", "H", "H", "H", "N", "C"],
  "positions_angstrom": [[-0.199, -0.046, 0.196], [2.745, 3.460, -0.961], [3.480, 3.093, 0.201], [3.826, 1.767, 0.301], [5.146, 1.476, 0.555], [5.578, 0.158, 0.740], [4.660, -0.858, 0.610], [3.309, -0.595, 0.335], [2.454, -1.728, 0.041], [1.194, -1.682, -0.183], [0.634, -2.870, -0.627], [-0.551, -2.640, -1.144], [-1.131, -1.509, -1.215], [-1.266, -3.840, -1.691], [-2.558, -3.689, -2.180], [-3.247, -4.780, -2.693], [-2.647, -6.031, -2.723], [-1.356, -6.186, -2.234], [-0.669, -5.098, -1.719], [2.837, 0.740, 0.218], [1.594, 1.047, 0.052], [2.847, 4.540, -1.056], [1.696, 3.182, -0.872], [3.165, 2.979, -1.849], [5.841, 2.307, 0.612], [6.620, -0.055, 0.945], [4.974, -1.893, 0.697], [2.941, -2.697, -0.080], [-3.015, -2.710, -2.133], [-4.257, -4.653, -3.064], [-3.184, -6.883, -3.124], [-0.884, -7.161, -2.253], [0.335, -5.201, -1.331], [5.774, 1.837, 3.945], [4.876, 0.655, 4.125], [5.317, -0.543, 4.678], [4.383, -1.547, 4.838], [3.111, -1.410, 4.472], [2.809, -0.237, 3.944], [1.158, 0.060, 3.329], [3.604, 0.804, 3.755], [6.809, 1.592, 4.179], [5.442, 2.647, 4.596], [5.699, 2.189, 2.919], [6.346, -0.677, 4.978], [4.653, -2.504, 5.271], [-6.264, 0.297, -1.357], [-4.451, -0.300, -0.866], [-4.242, 0.891, 0.674], [-3.394, 0.722, -2.201], [-3.691, 2.180, -2.293], [-2.993, 3.093, -1.500], [-3.279, 4.449, -1.555], [-4.269, 4.924, -2.404], [-4.967, 4.029, -3.202], [-4.680, 2.672, -3.145], [-6.348, 1.385, -1.381], [-6.960, -0.099, -0.616], [-6.539, -0.107, -2.332], [-4.521, 1.916, 0.428], [-3.203, 0.860, 1.004], [-4.877, 0.524, 1.480], [-3.549, 0.217, -3.156], [-2.362, 0.541, -1.904], [-2.215, 2.726, -0.839], [-2.722, 5.138, -0.932], [-4.491, 5.983, -2.448], [-5.737, 4.387, -3.875], [-5.226, 1.978, -3.775], [-0.250, -2.030, 4.656], [0.336, -1.184, 4.141]],
  "multiplicity": 1,
  "e_homo_ev": -4.09,
  "orbital_gap_ha": 0.2428,
  "charge": -1,
  "lumo_energy_ev": 2.52
}

***

Stability check: which of them is least stable? version 1.